[1]
Below is a cluster of 2 separate species, C4H3N2 in total in a non-equilibrium geometry, with properties calculated with ωB97M-V with the def2-TZVPD basis set.

Each line ends with the Mulliken charge.
Atoms and positions in Å:
C1 -2.2509 0.1973 -0.0153  0.531
C2 -2.3285 -1.0700 0.1699  -0.350
C3 0.4521 -1.0191 -0.4051  0.009
C4 2.1457 0.6454 0.0177  -0.156
N1 -2.3119 1.3495 -0.2738  -0.201
N2 1.1868 -0.1075 -0.2563  0.142
H1 -2.0313 -1.9847 0.5431  0.427
H2 2.1491 1.7300 -0.2741  0.285
H3 2.9890 0.2591 0.4938  0.314

As for the HOMO energy (alpha / beta): -14.968 / -13.391 eV. The calculation puts the energy relative to the best compared isomer or geometry (same formula, charge and spin) at 5.305 eV. Its total charge is +1. The HOMO-LUMO gap (alpha / beta) is 7.4 / 4.4 eV.

[2]
Below is a cluster of 2 separate species, C4H3N2O4 in total in a non-equilibrium geometry, with properties calculated with ωB97M-V with the def2-TZVPD basis set.

Each line ends with the Mulliken charge.
Atoms and positions in Å:
C1 0.5137 0.0192 1.3518  0.023
C2 0.8703 0.0108 -0.1234  0.508
C3 0.0788 -2.1126 -0.0265  0.396
C4 -2.0014 1.6600 -0.3605  0.665
N1 0.0125 -0.9192 1.8822  -0.477
N2 0.7253 -1.1586 -0.7454  -0.095
O1 -2.5428 2.4635 0.2161  -0.230
O2 -0.2795 -3.2393 -0.0277  -0.237
O3 -1.3699 0.7838 -0.8055  -0.420
O4 1.4401 0.8632 -0.8350  -0.363
H1 0.6832 1.0241 1.7863  0.376
H2 0.3513 -1.2250 -1.7625  0.383
H3 1.5184 1.8300 -0.5497  0.470

As for the HOMO energy (alpha / beta): -14.113 / -14.115 eV. The calculation puts the energy relative to the best compared isomer or geometry (same formula, charge and spin) at 0.251 eV. Its total charge is +1. The HOMO-LUMO gap (alpha / beta) is 7.9 / 7.9 eV.

[3]
Below is an isolated molecule of C4H3N3 in a non-equilibrium geometry, with properties calculated with ωB97M-V with the def2-TZVPD basis set.

Each line ends with the Mulliken charge.
Atoms and positions in Å:
H1 1.4721 1.8912 -0.2162  0.248
N1 0.6665 1.2853 -0.0898  -0.576
C1 0.9913 0.0563 0.0090  0.540
C2 2.3374 -0.4542 0.0046  0.155
N2 3.4542 -0.7452 0.0354  -0.368
N3 0.0455 -0.9221 0.2802  -0.485
C3 -1.0630 -0.4122 0.1016  0.831
C4 -2.2250 0.0280 -0.2227  -0.917
H2 -2.5234 -1.0538 -0.2847  0.286
H3 -2.8052 0.8124 0.2583  0.284

As for the HOMO energy: -9.760 eV. The calculation puts the energy relative to the best compared isomer or geometry (same formula, charge and spin) at 3.387 eV. Its total charge is 0. The HOMO-LUMO gap is 9.4 eV.

What did the third record say?
Below is an isolated molecule of C4H3N3 in a non-equilibrium geometry, with properties calculated with ωB97M-V with the def2-TZVPD basis set.

Each line ends with the Mulliken charge.
Atoms and positions in Å:
H1 1.4721 1.8912 -0.2162  0.248
N1 0.6665 1.2853 -0.0898  -0.576
C1 0.9913 0.0563 0.0090  0.540
C2 2.3374 -0.4542 0.0046  0.155
N2 3.4542 -0.7452 0.0354  -0.368
N3 0.0455 -0.9221 0.2802  -0.485
C3 -1.0630 -0.4122 0.1016  0.831
C4 -2.2250 0.0280 -0.2227  -0.917
H2 -2.5234 -1.0538 -0.2847  0.286
H3 -2.8052 0.8124 0.2583  0.284

As for the HOMO energy: -9.760 eV. The calculation puts the energy relative to the best compared isomer or geometry (same formula, charge and spin) at 3.387 eV. Its total charge is 0. The HOMO-LUMO gap is 9.4 eV.

Which of these has the lowest total charge?
C4H3N3

Look up the energy relative to the best compared isomer or geometry (same formula, charge and spin) of the first one.
5.305 eV